[1]
89
Properties=species:S:1:pos:R:3:forces:R:3:mulliken_charge:R:1 method="wB97M-V/def2-TZVPD" e_tot_ev=-123742.6566 orbital_gap_ev="4.94 / 7.50" e_homo_ha="-0.167 / -0.259" e_above_lowest_kj_mol=363.4 multiplicity=4
Co 0.3901 -0.8211 0.2162 -1.6 1.4 1.1 -0.025
C -0.3689 -1.8687 -3.1939 0.4 1.7 -1.0 -0.380
C -0.8642 -0.6100 -3.3623 1.3 0.1 -2.1 -0.049
C -2.2366 -0.3542 -3.9249 -0.1 0.8 -0.3 -0.938
C -3.2777 -1.3536 -3.4253 -1.0 0.3 -0.5 -1.655
C -3.0629 -1.8862 -2.0353 -1.1 -1.7 0.1 0.165
C -2.3897 -3.0021 -1.6930 -2.7 0.0 -0.5 -0.663
C -1.7482 -3.9018 -2.6606 0.8 -0.4 -0.5 -1.060
C -1.0210 -3.0853 -3.7208 -0.6 -1.2 -1.0 -1.481
C 0.9024 0.7304 3.2535 0.1 -0.3 0.7 -0.028
H 0.6642 -2.0290 -2.9111 0.0 0.3 -0.1 0.398
H -0.1774 0.2626 -3.6313 -0.7 -1.3 1.2 0.979
H -2.1677 -0.2983 -5.0373 -0.2 -0.4 0.5 0.429
H -2.5879 0.6718 -3.6483 0.4 -0.7 -0.1 0.257
H -4.2776 -0.8631 -3.4491 0.6 -0.1 0.2 0.534
H -3.4201 -2.1907 -4.1191 0.3 0.1 0.1 0.252
H -3.8192 -1.5124 -1.3427 0.5 -0.3 -0.1 1.143
H -2.7527 -3.5360 -0.8266 0.4 0.4 0.4 0.755
H -2.4859 -4.5913 -3.1122 0.1 0.3 0.1 0.334
H -1.0274 -4.5545 -2.1650 0.1 0.0 0.2 0.328
H -0.2600 -3.7148 -4.1891 0.3 0.0 0.2 0.532
H -1.6895 -2.9071 -4.5840 0.3 0.3 0.6 0.315
H 1.4665 0.1327 3.9904 -0.6 -0.1 -0.4 0.449
H 0.1500 0.1150 2.6819 1.0 1.0 0.5 -1.113
H 0.4292 1.5388 3.8243 -0.1 -0.2 -0.4 0.380
P 0.4016 1.1454 -1.2253 0.1 -1.9 3.2 1.881
P -1.6243 -0.7104 1.3129 2.5 1.7 -1.0 0.352
C -1.3448 0.6732 -1.2571 0.8 0.8 -0.1 -0.932
C -2.0469 -0.1374 -0.3090 -1.1 0.2 1.1 -1.856
C 0.6226 2.8589 -1.7051 0.1 0.1 -0.6 0.244
C 0.0410 3.2039 -2.9418 0.3 0.4 0.4 -0.338
C 0.1959 4.5062 -3.4144 0.1 0.1 0.4 -0.728
C 0.9046 5.4520 -2.6465 -0.4 -0.7 -0.2 -0.686
C 1.4793 5.0904 -1.4200 0.1 0.3 -0.2 -0.586
C 1.3670 3.7904 -0.9326 -0.6 -0.6 -0.9 0.016
C 1.7667 0.0378 -1.9243 0.0 1.8 -0.1 -0.170
C 2.1700 -1.1255 -1.2192 -0.6 0.8 -1.2 -0.367
C 3.1918 -1.8939 -1.7868 0.4 0.2 0.1 -0.733
C 3.9058 -1.4159 -2.9081 -0.6 0.1 0.5 -0.790
C 3.5923 -0.1738 -3.4749 0.6 -0.3 0.2 -0.672
C 2.5510 0.5849 -2.9565 -0.1 -0.7 0.2 -0.500
C -2.5205 0.1659 2.5862 0.3 -0.4 0.8 0.550
C -2.5138 1.5827 2.6672 -0.3 -0.6 0.0 -0.333
C -3.3373 2.1794 3.6243 -0.2 -0.4 0.2 -0.719
C -4.0995 1.3778 4.4978 0.1 -0.5 -0.3 -0.509
C -4.0293 -0.0311 4.4574 0.0 0.5 0.1 -0.630
C -3.2074 -0.6388 3.5181 0.1 0.5 -0.4 -0.387
C -0.9866 -2.3838 1.7692 -1.1 1.0 0.1 0.439
C 0.2703 -2.6669 2.4006 -1.0 -0.2 -0.6 0.113
C 0.5463 -4.0193 2.6171 -0.2 -0.1 -0.1 -0.876
C -0.3420 -5.0137 2.1719 -0.5 0.3 -0.4 -0.753
C -1.5478 -4.6937 1.5150 0.2 0.1 0.3 -0.803
C -1.8996 -3.3650 1.3670 0.7 -0.3 0.5 -0.698
H -1.8994 1.3851 -1.8599 -0.4 -0.4 0.0 1.119
H -3.1497 -0.2138 -0.3834 1.0 0.6 -0.5 0.926
H -0.5167 2.4348 -3.5069 0.3 0.6 0.3 0.107
H -0.2402 4.7625 -4.3752 0.1 0.2 0.1 0.434
H 0.9955 6.4683 -3.0227 0.1 -0.2 0.1 0.366
H 2.0461 5.8457 -0.8659 -0.2 -0.3 -0.1 0.428
H 1.8569 3.4654 -0.0108 -0.4 0.2 -0.6 0.212
H 1.6720 -1.4240 -0.2177 2.7 -1.3 -1.2 0.927
H 3.5274 -2.8354 -1.3477 -0.2 0.3 0.0 0.499
H 4.7370 -2.0177 -3.2692 -0.2 0.2 -0.1 0.403
H 4.1955 0.2174 -4.2961 -0.1 -0.1 0.2 0.430
H 2.3736 1.6152 -3.2977 -0.1 -0.7 -0.1 0.338
H -1.8841 2.1743 1.9807 -0.5 -0.4 0.3 0.480
H -3.4345 3.2680 3.7049 0.2 -0.4 -0.1 0.405
H -4.7715 1.8565 5.2006 0.1 0.0 0.0 0.368
H -4.6197 -0.6604 5.1315 0.2 0.4 -0.1 0.376
H -3.0846 -1.7309 3.4450 -0.3 0.6 0.1 0.294
H 0.9957 -1.8854 2.7115 -0.8 -0.6 -0.2 0.021
H 1.4567 -4.2996 3.1486 -0.2 0.0 -0.2 0.456
H -0.1262 -6.0615 2.3252 0.2 0.0 0.1 0.408
H -2.2703 -5.4156 1.1413 0.4 -0.4 0.3 0.430
H -2.8632 -3.0338 0.9521 0.6 -0.4 0.4 1.015
F 2.5588 4.1421 1.8705 0.0 -0.5 1.0 -0.233
C 2.6079 3.4489 3.0418 -0.7 1.4 0.0 0.637
F 3.5043 4.0783 3.8344 -0.6 -0.3 -0.5 -0.256
F 1.3849 3.5861 3.6374 1.2 -0.2 -0.7 -0.240
C 2.9742 1.9457 2.7917 -0.8 1.1 0.8 0.576
O 1.8521 1.2619 2.2905 1.0 0.1 0.3 0.592
C 4.1202 1.8973 1.7886 0.8 -0.1 -1.4 0.117
F 5.0564 2.8586 1.9846 -0.7 -0.5 0.0 -0.285
F 4.7590 0.7127 1.8312 -0.3 0.4 -0.1 -0.269
F 3.6240 2.0669 0.5597 0.3 -0.2 0.1 -0.074
C 3.5466 1.4582 4.1279 0.2 -0.9 1.3 0.309
F 4.7800 1.9550 4.4169 -1.4 -0.5 -0.2 -0.252
F 2.6765 1.8162 5.1354 1.4 -0.7 -0.8 -0.249
F 3.6846 0.1065 4.0839 -0.3 1.0 0.6 -0.203

[2]
80
Properties=species:S:1:pos:R:3:forces:R:3:mulliken_charge:R:1 method="wB97M-V/def2-TZVPD" e_tot_ev=-46995.0895 orbital_gap_ev=5.32 e_homo_ha=-0.369 e_above_lowest_kj_mol=131.1 charge=+1
C -6.6634 2.1172 -0.3966 0.1 -0.2 0.1 -0.407
C -7.0386 2.0175 0.9472 0.2 -0.1 0.1 -0.767
C -6.4337 1.0640 1.7713 0.1 -0.1 -0.3 0.062
C -5.4647 0.2044 1.2413 -0.6 0.4 -0.3 -0.400
N -4.8874 -0.8213 2.0508 0.8 0.2 0.6 0.869
C -5.4487 -2.1213 2.0040 -0.3 -0.5 0.0 -0.550
C -5.1777 -2.9451 0.9172 -0.2 -0.2 0.2 0.187
C -5.7952 -4.1927 0.8464 0.0 0.0 0.1 -0.814
C -6.6744 -4.5982 1.8545 0.0 0.2 0.0 -0.405
C -6.9348 -3.7617 2.9454 0.2 0.0 0.0 -0.762
C -6.2911 -2.5311 3.0433 0.1 0.0 -0.4 -0.097
C -3.7187 -0.5855 2.7455 -0.3 -0.1 -0.6 1.432
C -3.4419 0.7349 3.1371 0.4 0.1 0.3 -0.859
C -2.2814 1.0131 3.8265 0.0 -0.2 0.1 -0.491
C -1.2503 0.0451 3.9327 -0.5 -0.2 -0.2 0.983
C 0.0401 0.3851 4.4846 0.9 -1.5 -0.3 -1.291
C 1.2656 0.1191 3.8148 -0.6 0.3 0.6 1.165
C 2.5111 0.4614 4.4361 0.5 -0.1 0.0 -1.181
C 3.7148 0.2285 3.8027 -0.5 0.6 0.4 -0.515
C 3.7285 -0.4637 2.5749 1.2 -0.5 -0.2 0.639
N 4.9543 -0.8601 2.0379 -1.3 0.3 0.6 1.095
C 5.1319 -2.1731 1.5019 0.0 -0.4 -0.4 -0.518
C 4.9299 -2.3974 0.1420 0.2 -0.3 0.1 0.080
C 5.2186 -3.6515 -0.3970 -0.1 0.0 0.2 -0.835
C 5.7111 -4.6709 0.4227 0.1 0.2 0.1 -0.371
C 5.9136 -4.4373 1.7874 -0.2 0.1 0.0 -0.755
C 5.5839 -3.1990 2.3389 0.0 0.2 -0.2 -0.137
C 5.9680 0.1055 1.7938 0.6 0.2 0.0 -0.309
C 7.2172 -0.0426 2.4018 -0.2 0.3 -0.1 -0.176
C 8.2195 0.8875 2.1285 -0.1 -0.1 -0.1 -0.690
C 8.0001 1.8899 1.1770 -0.1 -0.1 0.1 -0.372
C 6.7674 1.9827 0.5201 0.1 0.1 0.3 -0.788
C 5.7275 1.1248 0.8671 0.2 -0.2 0.1 0.039
C 2.5285 -0.8070 1.9348 -1.0 -0.1 0.2 -0.784
C 1.3211 -0.4520 2.5104 0.5 -0.5 -0.5 -0.779
C -1.5250 -1.2707 3.4684 -0.1 0.1 -0.1 -1.070
C -2.7808 -1.6180 2.9948 0.1 0.1 0.1 -0.681
C -5.0903 0.3009 -0.1011 -0.1 0.1 0.2 -0.098
C -5.6987 1.2516 -0.9222 0.0 0.0 0.2 -0.819
H -7.1176 2.8787 -1.0298 0.1 -0.3 0.1 0.389
H -7.8069 2.6745 1.3634 0.3 -0.2 -0.2 0.373
H -6.6896 0.9793 2.8303 0.0 0.0 -0.4 0.439
H -4.4753 -2.5969 0.1596 -0.3 -0.2 0.1 0.289
H -5.5807 -4.8391 -0.0012 -0.1 0.0 0.2 0.390
H -7.1585 -5.5724 1.7972 0.1 0.3 0.0 0.391
H -7.6330 -4.0592 3.7287 0.2 0.0 -0.2 0.384
H -6.4298 -1.8641 3.8972 -0.1 -0.2 -0.3 0.409
H -4.1642 1.5195 2.9095 0.3 -0.2 0.2 0.421
H -2.1505 2.0092 4.2381 0.0 -0.2 -0.2 0.144
H 0.0887 0.6429 5.5483 0.2 0.7 -0.4 0.528
H 2.4974 0.9017 5.4358 -0.1 -0.1 -0.3 0.605
H 4.6675 0.5161 4.2545 -0.4 -0.2 -0.1 0.524
H 4.5430 -1.5821 -0.4685 0.2 -0.2 0.0 0.427
H 5.0585 -3.8218 -1.4589 0.0 0.0 0.2 0.375
H 5.9351 -5.6528 0.0016 0.0 0.3 0.1 0.386
H 6.3260 -5.2156 2.4314 -0.2 0.2 -0.2 0.378
H 5.6839 -2.9944 3.4067 0.1 -0.1 -0.3 0.432
H 7.3641 -0.8708 3.0966 0.1 0.3 -0.2 0.393
H 9.1692 0.8136 2.6595 -0.2 0.1 -0.3 0.385
H 8.7929 2.6081 0.9617 -0.2 -0.3 0.0 0.385
H 6.6120 2.7275 -0.2568 0.0 0.0 0.2 0.382
H 4.7420 1.2034 0.4067 0.3 0.0 0.0 0.418
H 2.5784 -1.3299 0.9773 -0.1 0.2 0.3 0.418
H 0.4012 -0.6679 1.9749 0.1 0.2 0.1 0.586
H -0.7340 -2.0248 3.5034 -0.3 0.2 0.2 0.546
H -3.0313 -2.6593 2.7498 0.2 0.6 0.0 0.460
H -4.3208 -0.3759 -0.4783 -0.3 0.2 0.0 0.348
H -5.4199 1.3043 -1.9750 -0.1 0.1 0.3 0.376
C -1.1318 3.5851 5.8727 0.0 -0.6 -0.3 -1.051
N -0.0912 3.2149 4.9159 -0.9 1.2 -1.0 -0.400
N 1.1914 3.1170 5.4813 0.8 -0.7 1.1 -0.035
C 1.5203 4.3221 6.2420 0.3 0.0 -0.3 -0.966
H -2.0651 3.7006 5.3066 0.2 0.0 0.3 0.385
H -1.2629 2.8188 6.6526 -0.1 0.2 0.1 0.291
H -0.8970 4.5433 6.3548 -0.3 -0.4 -0.4 0.460
H -0.2725 2.3562 4.3970 -0.1 0.4 0.3 0.281
H 1.8282 2.9760 4.7011 0.0 0.5 0.2 0.218
H 2.5182 4.1792 6.6739 -0.2 0.2 -0.2 0.340
H 1.4895 5.2149 5.5881 0.0 -0.1 0.4 0.337
H 0.7990 4.4363 7.0647 0.6 0.0 -0.3 0.331